1.
C5H7NS | the ωB97M-V functional and the def2-TZVPD basis

As for the total energy: -647.5486 Eh. As for the molar mass: 113.18 g/mol. The calculation puts the HOMO-LUMO gap at 9.38 eV. The calculation puts the energy relative to the best compared isomer or geometry (same formula, charge and spin) at 2.9516 eV. Its HOMO energy is -0.3139 Ha.

Geometry as ORCA input:
```
! RIJCOSX wB97M-V def2-TZVPD def2/J DEFGRID3
* xyz 0 1
C -0.94344 -1.00913 -0.19929
C -0.87871 0.53033 -0.29014
C 0.30236 -0.87063 0.68205
C 1.28986 -0.24993 -0.29838
C 0.43561 0.81404 -1.01707
H -1.87923 -1.25230 0.26721
H -0.87014 -1.66735 -1.03042
H -1.81930 0.92201 -0.75050
H 0.70784 -1.63832 1.33070
H 2.44527 -0.20784 -0.17339
H 0.39909 -1.02363 -1.92248
H 0.76704 1.82576 -1.28708
N 1.08075 -0.36120 -1.72391
S -0.53437 0.64262 1.39814
*
```

These are the Löwdin partial charges, in e, on atoms 1 to 4: atom 1 (C): -0.2302, atom 2 (C): -0.5904, atom 3 (C): -0.4025, atom 4 (C): -0.3053

---

2.
C9H21Cl2MoO2P2 | the ωB97M-V functional and the def2-TZVPD basis

As for the total energy: -2176.0665 Eh. As for the molar mass: 390.06 g/mol. The calculation puts the HOMO-LUMO gap (spin up / spin down) at 6.96 / 3.83 eV. The calculation puts the energy relative to the best compared isomer or geometry (same formula, charge and spin) at 0.3376 eV. Its HOMO energy (spin up / spin down) is -0.7333 / -0.7269 Ha.

Geometry as ORCA input:
```
! RIJCOSX wB97M-V def2-TZVPD def2/J DEFGRID3
* xyz 3 3
C 0.08208 -0.65726 -4.21842
C -0.15095 0.42434 -3.23785
H 1.13030 -0.68141 -4.49273
H -0.56521 -0.45611 -5.06825
H -0.19243 -1.62075 -3.74227
O 0.70797 1.09320 -2.70137
Cl -1.80358 0.71489 -2.97629
Mo -0.30052 -0.21779 1.73146
P -0.17526 2.13158 0.82514
C 1.30555 3.10596 1.35921
C -0.45084 3.22348 -0.63271
H -0.41244 4.25705 -0.24188
H -1.44665 4.04462 1.64584
H -1.42635 3.03738 -1.09075
H -2.42610 2.52606 1.63796
H 2.14910 2.84338 0.70098
H 0.33963 3.05922 -1.37561
C -1.44904 2.96571 1.88736
H 1.07090 4.18147 1.25126
H -1.22731 2.79620 2.95154
H 1.57677 2.88902 2.40267
P 0.10255 -2.16029 0.60802
C 1.52795 -3.23405 1.12930
C -1.34705 -2.94556 1.46748
H -1.02140 -2.41038 -1.53616
H -0.12832 -3.90292 -1.11362
H 0.73772 -2.46502 -1.71805
C -0.09802 -2.79996 -1.09239
H -2.28058 -2.47592 1.13080
H -1.33772 -4.00219 1.16004
H 1.39538 -4.28647 0.82224
H 1.67334 -3.19349 2.21725
H -1.27515 -2.85669 2.56246
H 2.43756 -2.83621 0.65642
C 1.61814 -0.07963 1.72332
O 2.77828 0.13215 1.53533
Cl -1.11831 -0.14358 3.83227
*
```

These are the Löwdin partial charges, in e, on atoms 1 to 4: atom 1 (C): 0.0204, atom 2 (C): -0.7319, atom 3 (H): 0.1277, atom 4 (H): 0.1345

---

3.
C4H7NOS | the ωB97M-V functional and the def2-TZVPD basis

As for the total energy: -684.7177 Eh. As for the molar mass: 117.17 g/mol. The calculation puts the HOMO-LUMO gap at 8.78 eV. The SMILES is OCC(=S)[C@@H]1CN1. The calculation puts the energy relative to the best compared isomer or geometry (same formula, charge and spin) at 2.4315 eV. Its HOMO energy is -0.3422 Ha.

Geometry as ORCA input:
```
! RIJCOSX wB97M-V def2-TZVPD def2/J DEFGRID3
* xyz 0 1
C 0.80486 1.02662 -1.11927
C 0.59582 0.03668 -0.06670
C -0.74035 -0.53154 -0.11390
C -1.52044 -0.55455 1.16807
H 2.73488 1.38386 -0.55960
H 0.58146 0.53999 -2.05876
H -0.01468 1.80001 -0.95248
H -1.37250 -0.30311 -0.97748
H -0.85632 -0.24818 1.93544
H -2.60814 -0.38635 1.17153
H -0.29987 -2.21603 1.16655
N -1.08430 -1.81088 0.56591
O 2.01542 1.70740 -1.23415
S 1.76417 -0.44394 1.07481
*
```

These are the Löwdin partial charges, in e, on atoms 1 to 4: atom 1 (C): -0.3328, atom 2 (C): -0.6415, atom 3 (C): -0.3573, atom 4 (C): -0.1418